C17H19N4PdSi as an isolated structure. Source: the OMol25 dataset; level of theory: ωB97M-V/def2-TZVPD.

Atoms and positions in Å:
1 Pd 0.14 -0.12 0.17
2 N -0.91 0.58 -1.70
3 C -1.40 -0.37 -2.66
4 C -1.18 -0.16 -4.01
5 C -1.75 -1.01 -4.94
6 C -2.55 -2.06 -4.52
7 C -2.72 -2.29 -3.17
8 C -2.13 -1.46 -2.22
9 C -2.13 -1.85 -0.79
10 C -3.23 -2.45 -0.17
11 C -3.14 -2.97 1.12
12 C -1.94 -2.96 1.82
13 C -0.83 -2.34 1.24
14 C -0.99 -1.79 0.00
15 H -0.36 1.31 -2.13
16 H -1.68 0.99 -1.17
17 H -0.57 0.68 -4.33
18 H -1.58 -0.84 -6.00
19 H -3.00 -2.72 -5.24
20 H -3.28 -3.16 -2.83
21 H -4.16 -2.50 -0.72
22 H -4.01 -3.42 1.57
23 H -1.86 -3.42 2.79
24 H 0.13 -2.34 1.74
25 N 6.31 2.16 -0.08
26 C 5.45 1.42 0.09
27 N 4.46 0.56 0.27
28 C 3.27 0.45 0.04
29 N 2.11 0.24 -0.15
30 C -2.58 1.18 1.49
31 Si -0.77 1.33 1.82
32 C -0.32 0.57 3.43
33 C -0.21 3.07 1.62
34 H -3.09 1.69 2.33
35 H -2.92 0.14 1.47
36 H -2.89 1.67 0.57
37 H -0.69 1.24 4.21
38 H 0.75 0.44 3.56
39 H -0.81 -0.40 3.55
40 H -0.66 3.63 2.45
41 H -0.54 3.50 0.68
42 H 0.88 3.17 1.69

Computed properties:
energy relative to the best compared isomer or geometry (same formula, charge and spin): 2.589 eV
total charge: +1
gap between HOMO and LUMO (spin up / spin down): 5.79 / 5.79 eV
HOMO (spin up / spin down): -11.56 / -11.56 eV
spin multiplicity: 1


A 3-piece molecular cluster, C19H33ClIN2O10 overall. Source: the OMol25 dataset; level of theory: ωB97M-V/def2-TZVPD.

Atoms and positions in Å:
1 C 7.59 0.00 0.25
2 O 7.79 1.39 0.12
3 C 6.64 2.14 0.47
4 C 5.68 2.17 -0.78
5 C 4.90 3.50 -0.94
6 C 3.42 3.42 -0.46
7 C 2.52 2.70 -1.51
8 N 2.37 1.28 -1.16
9 C 2.86 0.13 -1.78
10 I 4.01 0.17 -3.55
11 C 2.49 -0.95 -1.05
12 Cl 2.92 -2.56 -1.43
13 N 1.74 -0.47 0.03
14 C 1.14 -1.34 1.04
15 C 0.81 -0.61 2.37
16 O 1.72 -0.28 3.07
17 O -0.49 -0.35 2.65
18 C 1.70 0.83 -0.10
19 O 1.06 1.70 0.71
20 H 7.92 -0.40 1.23
21 H 8.21 -0.51 -0.50
22 H 6.55 -0.33 0.09
23 H 6.11 1.58 1.25
24 H 6.87 3.17 0.73
25 H 4.99 1.31 -0.66
26 H 6.25 1.98 -1.70
27 H 4.85 3.85 -1.98
28 H 5.43 4.30 -0.40
29 H 3.36 2.92 0.52
30 H 3.08 4.46 -0.30
31 H 1.55 3.22 -1.54
32 H 2.99 2.73 -2.50
33 H 1.87 -2.13 1.28
34 H 0.27 -1.88 0.62
35 H -0.65 0.60 2.60
36 H 0.30 2.06 0.21
37 C -2.66 -3.75 2.43
38 C -3.32 -2.82 1.44
39 O -3.10 -3.25 0.09
40 C -3.86 -4.27 -0.32
41 O -4.70 -4.83 0.33
42 O -3.50 -4.57 -1.57
43 C -4.18 -5.71 -2.11
44 H -1.60 -3.87 2.19
45 H -2.75 -3.36 3.45
46 H -3.11 -4.74 2.40
47 H -2.88 -1.82 1.52
48 H -4.39 -2.71 1.64
49 H -5.26 -5.61 -2.02
50 H -3.85 -6.62 -1.61
51 H -3.92 -5.78 -3.16
52 C -5.67 3.87 0.27
53 C -4.99 2.87 1.19
54 O -5.47 1.54 0.96
55 C -4.96 0.92 -0.11
56 O -4.13 1.38 -0.87
57 O -5.52 -0.28 -0.20
58 C -5.14 -1.03 -1.36
59 H -6.75 3.78 0.35
60 H -5.37 4.88 0.53
61 H -5.41 3.68 -0.77
62 H -5.24 3.10 2.23
63 H -3.91 2.91 1.10
64 H -4.06 -1.10 -1.44
65 H -5.56 -0.58 -2.25
66 H -5.54 -2.03 -1.25

Computed properties:
total charge: +1
gap between HOMO and LUMO: 8.68 eV
HOMO: -11.95 eV
spin multiplicity: 1